Record 1
The following is a quantum chemistry calculation of a molecular structure, C3H9O3Pm, from the Open Molecules 2025 dataset.

* calculated total energy: -953.49765 a.u.
* HOMO-LUMO gap (spin up / spin down): 6.53 / 8.41 eV
* E_HOMO (spin up / spin down): -0.411 / -0.479 Eh
* charge: +1
* expectation value of S²: 8.756
* 2S+1: 6

Structure (XYZ):
```
16
Properties=species:S:1:pos:R:3:lowdin_spin:R:1
Pm 0.7340 -0.7052 -1.8995 5.03
O 3.5739 -0.7799 -1.3644 -0.01
H 3.8983 -1.6769 -1.2471 0.00
C -2.4686 -0.0502 -0.6629 0.00
O -1.0877 0.1219 -0.3954 -0.01
C -0.7716 0.3658 0.9747 0.00
C 0.7043 0.7028 1.0723 0.00
H -2.5586 -0.4058 -1.6953 0.00
H -2.9002 -0.7954 0.0210 0.00
H -2.9746 0.9208 -0.5623 0.00
H -0.9982 -0.5503 1.5445 0.00
H -1.3918 1.2049 1.3276 0.00
H 0.9657 0.7210 2.1447 0.00
H 0.8712 1.7247 0.6819 0.00
O 1.4633 -0.2456 0.3816 -0.02
H 2.9405 -0.5527 -0.3213 0.00
```

Record 2
The following is a quantum chemistry calculation of a gas-phase ion, C4H10NO2S (charge +1), from the Open Molecules 2025 dataset.

* calculated total energy: -761.46054 a.u.
* HOMO-LUMO gap: 9.11 eV
* E_HOMO: -0.470 Eh
* charge: +1

Structure (XYZ):
```
18
Properties=species:S:1:pos:R:3:lowdin_charge:R:1
C -0.4364 0.8305 0.5533 -0.10
C 0.9707 0.3707 0.9642 -0.49
C -0.1710 -1.1047 -0.1498 -0.71
C -0.3692 -1.0892 -1.6314 -0.06
N -0.3615 1.7107 -0.5304 0.16
O 1.1243 -0.7365 0.2158 -0.02
O 1.0538 0.1562 2.3195 0.03
S -1.1554 -2.2286 0.6814 0.97
H -1.2610 0.8772 1.2593 0.15
H 1.6472 1.2057 0.6448 0.17
H -0.3407 -0.0597 -2.0538 0.08
H -1.2741 -1.5389 -2.0658 0.11
H 0.4622 -1.6080 -2.1064 0.11
H 0.2400 2.6098 -0.3094 0.24
H -1.2536 1.8660 -0.8818 0.15
H 0.1576 1.1662 -1.2601 0.15
H 1.7277 -0.6089 2.4928 0.19
H -0.7604 -1.8185 1.8580 -0.11
```

Record 3
The following is a quantum chemistry calculation of a molecular structure, C19H22BrCl2NO3, from the Open Molecules 2025 dataset.

* calculated total energy: -4511.49164 a.u.
* HOMO-LUMO gap: 8.62 eV
* E_HOMO: -0.321 Eh

Structure (XYZ):
```
48
Properties=species:S:1:pos:R:3:lowdin_charge:R:1
C 1.9617 1.1156 2.3949 -0.06
H 1.4785 1.7159 1.6126 0.10
O 2.5099 0.0122 1.6778 -0.11
C 1.4836 -0.9627 1.1775 -0.10
C 0.0796 -0.9221 1.1250 -0.01
C -0.8851 -1.7581 0.7882 -0.30
C -0.4315 -2.9462 0.3048 0.00
C 1.0067 -2.9837 -0.0627 -0.58
C 1.8779 -2.0530 0.4630 -0.27
O 3.3219 -2.3266 0.4296 -0.10
C 3.7971 -1.5533 -0.7389 -0.20
C 3.5136 -0.1756 -0.9838 -0.36
C 2.4666 0.0074 -1.5815 0.07
C 2.1450 1.6221 -1.4597 -0.07
C 2.9946 2.4290 -1.0638 -0.69
C 4.1203 1.9902 -0.2329 -0.06
C 4.5191 0.5057 -0.2733 -0.63
Cl 5.9080 0.1186 0.5150 0.82
H 4.9787 2.8426 0.0097 0.15
Cl 2.5924 4.1732 -0.8273 0.60
H 1.1535 1.8685 -2.0279 0.15
H 1.6424 -0.4285 -1.7510 0.06
H 4.9127 -1.8702 -0.6194 0.14
H 3.3762 -2.2185 -1.4596 0.08
Br 1.7176 -4.3925 -1.0176 0.88
H -0.9268 -3.5373 -0.2817 0.04
C -2.2941 -1.5393 0.7139 -0.03
N -2.5105 -0.3702 -0.4966 0.00
H -2.7460 -1.1540 -1.1703 0.14
C -3.5436 0.4652 -0.3396 -0.57
C -3.7619 1.1256 -1.8909 0.02
H -4.1413 0.1870 -2.6200 0.14
H -2.8042 1.4498 -2.2027 0.05
H -4.5377 1.6800 -1.8793 -0.03
C -4.9525 -0.0416 0.1593 0.04
H -5.5958 1.0428 0.1882 0.19
H -4.7869 -0.3234 1.0060 -0.04
H -5.3148 -0.7668 -0.1872 -0.04
C -3.0152 1.6925 0.4675 -0.37
O -1.7925 2.0682 0.1716 -0.12
H -1.2161 1.0132 -0.0418 0.23
H -3.1744 1.4442 1.7556 0.17
H -3.6832 2.5166 0.3513 0.10
H -2.6105 -0.9239 1.6354 0.14
H -3.0005 -2.2195 0.6463 0.07
H -0.1877 0.0731 1.7392 0.16
H 1.4054 0.8038 3.2533 0.09
H 2.9492 1.5044 2.6238 0.10
```

Record 4
The following is a quantum chemistry calculation of 2 unconnected molecules or ions with the total composition C2H9N2O, from the Open Molecules 2025 dataset.

* calculated total energy: -266.27230 a.u.
* HOMO-LUMO gap (spin up / spin down): 5.61 / 9.15 eV
* E_HOMO (spin up / spin down): -0.181 / -0.312 Eh
* expectation value of S²: 0.753
* 2S+1: 2

Structure (XYZ):
```
14
Properties=species:S:1:pos:R:3:lowdin_spin:R:1
C 1.8817 0.1344 -1.0106 0.03
N -0.7975 -1.2654 1.0984 0.12
C 0.3197 -1.1920 0.2538 0.52
N 0.8255 0.0368 -0.0397 0.24
H 2.2983 1.1380 -1.0529 0.00
H 1.5285 -0.1029 -2.0245 0.01
H 2.6777 -0.5715 -0.7743 0.01
H -1.6079 -0.7235 0.8955 0.01
H -0.7606 -1.7259 1.9925 0.02
H 0.6850 -2.1148 -0.1582 0.05
H 0.3259 0.8429 0.3056 0.01
H -1.6852 1.9393 -1.0943 0.00
H -2.1588 2.4924 0.2501 0.00
O -1.8343 1.7009 -0.1786 0.00
```

Record 5
The following is a quantum chemistry calculation of a single C11H8BrNO2 molecule, from the Open Molecules 2025 dataset.

* calculated total energy: -3203.11500 a.u.
* HOMO-LUMO gap: 7.63 eV
* E_HOMO: -0.305 Eh
* SMILES string: C=CCc1cccc2c1C(=O)N(Br)C2=O

Structure (XYZ):
```
23
Properties=species:S:1:pos:R:3:lowdin_charge:R:1
C -2.3077 0.6004 2.3277 0.02
C -1.4430 1.4220 1.6701 -0.16
C -1.3222 1.4851 0.1595 -0.13
C 0.0064 0.8613 -0.2551 -0.14
C 1.1805 1.6085 -0.1300 -0.01
C 2.4129 1.0543 -0.4541 -0.04
C 2.5101 -0.2564 -0.9112 0.01
C 1.3382 -0.9687 -1.0348 -0.09
C 0.0894 -0.4477 -0.7182 -0.05
C -0.9634 -1.4710 -0.9194 -0.48
O -2.1412 -1.3976 -0.7852 0.12
N -0.2631 -2.6889 -1.3065 -0.33
Br -0.5492 -3.9024 0.1058 0.83
C 1.1244 -2.3678 -1.4995 -0.47
O 1.9143 -3.1230 -1.9698 0.14
H -2.2545 -0.4763 2.2070 0.06
H -3.0283 1.0429 3.0085 0.05
H -0.7352 2.0595 2.2002 0.10
H -2.1160 0.9118 -0.3014 0.10
H -1.3466 2.5282 -0.1419 0.12
H 1.1228 2.6246 0.2321 0.12
H 3.3201 1.6290 -0.3317 0.11
H 3.4512 -0.7280 -1.1522 0.12
```

Record 6
The following is a quantum chemistry calculation of a single C8H16N2 molecule, from the Open Molecules 2025 dataset.

* calculated total energy: -423.86533 a.u.
* HOMO-LUMO gap: 7.48 eV
* E_HOMO: -0.236 Eh
* SMILES string: CCCCN1C=CN(C)C1

Structure (XYZ):
```
26
Properties=species:S:1:pos:R:3:lowdin_charge:R:1
C -2.6325 1.2874 1.8318 -0.11
C -1.7217 0.0815 1.7058 -0.27
C -1.8735 -0.7754 0.4306 -0.20
C -1.5012 -0.1429 -0.8947 -0.18
N -0.0936 0.1261 -1.0275 -0.15
C 0.4587 1.2291 -0.4325 -0.10
C 1.7994 0.9420 -0.2841 -0.12
N 2.1364 -0.2933 -0.8326 -0.15
C 3.1242 -1.1517 -0.1679 -0.07
C 0.8208 -0.9609 -1.0411 -0.17
H -2.5934 1.7228 2.8156 0.06
H -2.4186 2.0290 1.0482 0.07
H -3.6584 0.9466 1.7091 0.07
H -1.8299 -0.6089 2.5514 0.10
H -0.6634 0.4100 1.8448 0.10
H -1.2679 -1.6057 0.6179 0.07
H -2.9200 -1.0863 0.4709 0.11
H -2.0690 0.8141 -1.0015 0.13
H -1.7663 -0.8415 -1.7263 0.13
H -0.0771 2.1068 -0.1124 0.11
H 2.5577 1.5996 0.1986 0.11
H 2.8641 -1.3367 0.8584 0.08
H 4.0549 -0.6067 -0.1687 0.08
H 3.2209 -2.0738 -0.6322 0.06
H 0.6277 -1.7946 -0.3472 0.11
H 0.7935 -1.5586 -1.9934 0.13
```

Record 7
The following is a quantum chemistry calculation of a molecular structure, C11H22N3O4Y, from the Open Molecules 2025 dataset.

* calculated total energy: -935.26579 a.u.
* HOMO-LUMO gap: 8.16 eV
* E_HOMO: -0.541 Eh
* charge: +2

Structure (XYZ):
```
41
Properties=species:S:1:pos:R:3:lowdin_charge:R:1
Y 0.5436 -0.8551 -2.4275 1.75
C 4.7404 1.0478 -0.5558 0.01
N 3.8563 0.3292 0.3441 -0.11
C 4.3542 0.1455 1.6923 0.00
C 2.6867 -0.0921 -0.0792 -0.37
O 2.2910 0.1076 -1.2575 -0.10
C 1.7617 -0.8831 0.8610 -0.05
O 0.4472 -0.9393 0.2884 -0.20
C -0.4889 -0.1020 0.9685 -0.09
C -1.7176 0.2376 0.1571 -0.04
O -1.9156 -0.1074 -2.1692 -0.12
N -2.3480 1.3268 0.4541 -0.08
C -2.0416 2.1073 1.6324 0.02
C -3.3922 1.9144 -0.3495 0.00
H 5.6578 0.4786 -0.7042 0.12
H 4.2494 1.1999 -1.5135 0.09
H 4.9934 2.0147 -0.1231 0.12
H 5.4277 0.3263 1.6892 0.11
H 3.8982 0.8659 2.3750 0.11
H 4.1770 -0.8649 2.0588 0.11
H 2.1180 -1.9214 0.9332 0.16
H 1.7415 -0.4549 1.8678 0.14
H -0.7937 -0.5994 1.9079 0.17
H 0.0052 0.8487 1.2107 0.14
H -1.2571 2.8384 1.4234 0.13
H -2.9345 2.6563 1.9274 0.12
H -1.7419 1.4830 2.4703 0.11
H -3.2485 1.7030 -1.4046 0.10
H -4.3703 1.5366 -0.0449 0.12
H -3.3703 2.9931 -0.2020 0.12
N -3.7522 -0.6423 -0.8684 0.12
C -2.3209 -0.7121 -0.9418 -0.45
O -0.6927 0.5863 -1.8999 -0.33
C -1.8158 -2.2022 -0.8034 -0.18
C -0.7691 -2.6763 -1.8367 -0.29
H -4.1528 -0.4249 -1.7711 0.12
H -4.1808 -1.4864 -0.5134 0.11
H -2.7017 -2.8330 -0.9178 0.12
H -1.4456 -2.3618 0.2072 0.11
H -1.3052 -3.0950 -2.6965 0.05
H -0.1940 -3.4932 -1.3877 0.05
```

Record 8
The following is a quantum chemistry calculation of 2 unconnected molecules or ions with the total composition C9H12NO2, from the Open Molecules 2025 dataset.

* calculated total energy: -554.97911 a.u.
* HOMO-LUMO gap: 8.83 eV
* E_HOMO: -0.439 Eh
* charge: +1

Structure (XYZ):
```
24
Properties=species:S:1:pos:R:3:lowdin_charge:R:1
C -4.2864 0.2624 -0.3540 0.19
C -3.1844 -0.2703 -0.2539 -0.09
C -0.5393 1.8202 -0.8645 0.09
C 0.0663 -1.2056 1.3013 -0.17
C -1.1688 -0.4896 0.9977 -0.05
C 1.2475 -0.2896 1.2342 -0.04
C -1.8957 -0.7693 -0.1739 -0.42
C 1.7365 0.2336 0.1450 -0.33
C 2.8527 1.2046 0.0868 -0.03
N 1.2358 -0.3427 -1.1471 0.22
O -0.6859 2.5401 0.0183 0.11
O -1.3354 -1.6254 -1.0509 0.00
H -5.3278 0.4429 -0.5404 0.05
H 0.0783 -1.5026 2.3795 0.15
H 0.1799 -2.0137 0.5311 0.13
H -1.3793 0.4200 1.6633 0.16
H 1.5420 0.2073 2.1444 0.14
H 3.6853 0.9814 0.8209 0.12
H 2.6609 2.2637 0.1691 0.08
H 3.3312 1.1686 -0.9866 0.12
H 0.3879 0.2411 -1.3160 0.05
H 0.8606 -1.2917 -1.0061 0.14
H 1.9021 -0.3434 -1.9158 0.17
H -1.9639 -1.6419 -1.8824 0.20
```

> Look up the calculated total energy of the eighth one.

-554.97911 a.u.

> Which value of calculated total energy does entry 4 give?

-266.27230 a.u.